Record 1
{"formula": "C20H28N2O2", "method": "wB97M-V/def2-TZVPD", "charge": 0, "homo_energy_ev": -8.72, "gap_ev": 9.5, "lumo_ev": 0.78, "smiles": "O=C(NCCC1=CCCCC1)c1ccc(CN2CCOCC2)cc1", "species": ["O", "C", "N", "H", "C", "H", "H", "C", "C", "C", "C", "C", "C", "C", "H", "H", "H", "H", "H", "H", "H", "H", "H", "H", "H", "C", "C", "C", "C", "C", "C", "H", "H", "C", "N", "C", "C", "H", "O", "C", "C", "H", "H", "H", "H", "H", "H", "H", "H", "H", "H", "H"], "xyz": [[-2.901, -1.826, -1.199], [-2.278, -1.792, -0.153], [-2.880, -1.797, 1.061], [-2.307, -1.704, 1.885], [-4.292, -1.542, 1.212], [-4.708, -2.229, 1.954], [-4.750, -1.741, 0.242], [-4.552, -0.084, 1.635], [-3.856, 0.862, 0.695], [-2.722, 1.461, 1.034], [-1.921, 2.336, 0.120], [-2.355, 2.159, -1.331], [-3.876, 2.210, -1.414], [-4.461, 1.014, -0.671], [-5.546, 1.115, -0.583], [-4.261, 0.103, -1.244], [-4.202, 2.195, -2.455], [-4.232, 3.139, -0.960], [-1.907, 2.936, -1.954], [-2.013, 1.189, -1.698], [-0.859, 2.095, 0.228], [-2.046, 3.381, 0.423], [-2.324, 1.344, 2.035], [-5.630, 0.090, 1.631], [-4.183, 0.065, 2.653], [-0.787, -1.801, -0.121], [-0.111, -2.489, -1.123], [1.271, -2.500, -1.158], [2.004, -1.814, -0.199], [1.328, -1.108, 0.790], [-0.052, -1.099, 0.831], [-0.555, -0.516, 1.589], [1.904, -0.555, 1.516], [3.508, -1.823, -0.212], [4.041, -0.524, 0.141], [3.771, 0.500, -0.848], [4.027, 1.868, -0.195], [4.360, 2.588, -0.959], [4.982, 1.786, 0.841], [6.003, 0.872, 0.539], [5.457, -0.566, 0.458], [5.565, -1.070, 1.422], [6.034, -1.132, -0.297], [6.487, 1.150, -0.410], [6.738, 0.962, 1.341], [3.119, 2.248, 0.277], [2.728, 0.429, -1.160], [4.405, 0.373, -1.745], [3.876, -2.169, -1.196], [3.861, -2.536, 0.541], [1.784, -3.043, -1.939], [-0.688, -3.009, -1.872]], "forces_ev_per_angstrom": [[0.0, 0.0, -0.3], [0.0, -0.1, 0.2], [0.0, -0.1, 0.3], [0.1, -0.1, -0.1], [-0.2, 0.1, 0.0], [0.0, 0.0, -0.1], [0.0, -0.1, 0.1], [0.2, -0.1, -0.1], [-0.3, -0.1, 0.2], [0.1, 0.2, 0.1], [0.0, 0.0, -0.2], [0.0, 0.2, 0.1], [0.1, -0.2, -0.1], [0.0, 0.2, -0.2], [0.0, 0.0, 0.0], [-0.1, 0.0, 0.0], [0.0, 0.1, 0.0], [0.0, 0.1, 0.0], [0.0, 0.0, 0.0], [0.1, 0.0, -0.1], [0.0, 0.1, 0.0], [0.1, 0.0, 0.0], [-0.1, -0.1, 0.2], [-0.1, 0.0, 0.1], [0.0, 0.0, 0.0], [0.3, 0.1, -0.2], [-0.2, 0.0, 0.1], [0.1, 0.0, 0.1], [-0.1, 0.0, 0.0], [0.1, -0.1, 0.0], [-0.1, -0.1, -0.1], [-0.1, 0.1, 0.1], [0.1, 0.1, 0.1], [0.1, 0.1, 0.1], [0.0, -0.1, -0.1], [0.1, 0.2, 0.1], [-0.1, 0.1, -0.2], [-0.1, -0.1, 0.1], [0.0, 0.1, 0.2], [0.2, -0.1, -0.1], [0.0, 0.1, 0.2], [0.1, 0.0, -0.1], [0.0, 0.0, 0.1], [0.0, 0.0, 0.1], [0.0, -0.1, -0.1], [0.0, 0.0, -0.1], [0.1, 0.0, -0.1], [-0.1, 0.0, 0.0], [0.0, 0.0, 0.1], [0.1, 0.0, -0.1], [0.1, 0.0, -0.1], [-0.1, 0.0, -0.1]]}

Record 2
{"formula": "C5H12OS2", "method": "wB97M-V/def2-TZVPD", "charge": 0, "homo_energy_ev": -8.88, "gap_ev": 9.6, "lumo_ev": 0.71, "smiles": "CC(C)=O.CSSC", "species": ["O", "C", "C", "C", "H", "H", "H", "H", "H", "H", "S", "S", "C", "C", "H", "H", "H", "H", "H", "H"], "xyz": [[0.870, -0.194, 1.748], [1.535, 0.433, 0.939], [2.559, -0.240, 0.054], [1.383, 1.926, 0.765], [2.596, -1.323, 0.263], [3.560, 0.187, 0.233], [2.299, -0.095, -1.008], [2.337, 2.435, 0.984], [1.087, 2.163, -0.270], [0.611, 2.317, 1.450], [-3.148, -0.185, -1.265], [-1.288, -0.627, -1.972], [-2.777, 0.622, 0.307], [-0.936, -2.201, -1.159], [-3.736, 0.936, 0.752], [-2.147, 1.515, 0.163], [-2.268, -0.058, 1.012], [-0.898, -2.102, -0.061], [-1.688, -2.965, -1.418], [0.050, -2.543, -1.515]], "forces_ev_per_angstrom": [[0.5, 0.5, -0.7], [-0.5, -0.4, 0.5], [0.2, -0.5, -0.1], [-0.3, 0.4, 0.2], [-0.1, 0.5, 0.0], [-0.4, -0.1, -0.1], [0.1, 0.1, 0.4], [-0.3, -0.2, -0.2], [0.2, -0.1, 0.3], [0.3, -0.3, -0.3], [0.0, 0.1, 0.0], [0.0, -0.1, 0.0], [0.2, 0.3, 0.6], [0.0, -0.6, 0.4], [0.3, -0.2, -0.2], [-0.3, -0.4, 0.0], [-0.2, 0.2, -0.3], [0.0, 0.1, -0.5], [0.3, 0.4, 0.0], [-0.3, 0.2, 0.1]]}

Record 3
{"formula": "C10H9Cl3CoN2O2S3", "method": "wB97M-V/def2-TZVPD", "charge": 1, "homo_energy_ev": [-12.47, -12.59], "gap_ev": [9.2, 6.1], "multiplicity": 5, "lumo_ev": [-3.24, -6.48], "species": ["Co", "S", "C", "C", "C", "C", "C", "N", "H", "H", "H", "H", "S", "C", "N", "C", "C", "S", "H", "H", "H", "H", "H", "Cl", "C", "Cl", "Cl", "C", "O", "O"], "xyz": [[0.950, -0.335, -0.722], [3.162, -1.479, -1.460], [3.562, -0.668, -0.001], [4.831, -0.645, 0.577], [4.997, 0.062, 1.760], [3.913, 0.717, 2.320], [2.669, 0.653, 1.688], [2.508, -0.024, 0.567], [5.648, -1.168, 0.101], [5.967, 0.101, 2.237], [4.016, 1.279, 3.238], [1.791, 1.153, 2.076], [-0.556, -2.106, -0.673], [-2.178, -1.642, -0.509], [-3.136, -2.549, -0.569], [-4.490, -2.111, -0.239], [-4.503, -0.620, -0.548], [-2.794, -0.051, -0.254], [-2.896, -3.526, -0.664], [-4.687, -2.304, 0.818], [-5.215, -2.654, -0.841], [-5.175, -0.068, 0.104], [-4.756, -0.417, -1.586], [-1.669, 3.707, 0.269], [-0.789, 3.149, -1.148], [-1.905, 2.937, -2.502], [0.481, 4.307, -1.567], [-0.105, 1.796, -0.879], [-0.131, 1.276, 0.252], [0.488, 1.231, -1.843]], "forces_ev_per_angstrom": [[0.0, -0.2, -0.1], [0.0, 0.0, 0.1], [0.0, -0.1, -0.1], [0.0, 0.0, 0.0], [0.0, 0.0, 0.0], [0.0, 0.0, 0.0], [0.0, 0.0, 0.0], [0.1, 0.1, 0.1], [0.0, 0.0, 0.0], [0.0, 0.0, 0.0], [0.0, 0.0, 0.0], [0.0, 0.0, 0.0], [0.0, -0.1, 0.0], [0.0, 0.0, 0.0], [0.0, 0.0, 0.0], [0.0, 0.0, 0.0], [0.0, 0.1, 0.0], [0.0, -0.1, 0.1], [0.0, 0.0, 0.0], [0.0, 0.0, 0.0], [0.0, 0.0, 0.0], [0.0, 0.0, 0.0], [0.0, 0.0, 0.0], [0.0, 0.0, 0.0], [0.0, 0.0, 0.0], [0.0, 0.0, 0.0], [0.0, 0.0, 0.0], [0.1, 0.1, 0.0], [-0.1, 0.0, 0.1], [-0.1, 0.1, -0.1]]}

Record 4
{"formula": "C3H6I2NS", "method": "wB97M-V/def2-TZVPD", "charge": 1, "homo_energy_ev": -12.97, "gap_ev": 7.8, "lumo_ev": -5.18, "species": ["C", "C", "C", "N", "S", "I", "I", "H", "H", "H", "H", "H", "H"], "xyz": [[-0.591, -1.672, -0.407], [-0.427, -1.425, -1.881], [1.600, -0.969, -0.597], [0.622, -1.118, 0.287], [1.336, -1.549, -2.200], [1.852, 2.714, 0.745], [3.610, -0.744, 0.145], [-1.393, -1.106, -0.023], [-0.665, -2.711, -0.098], [-1.020, -2.049, -2.485], [-0.715, -0.429, -2.207], [3.202, 3.662, 0.568], [0.466, -0.469, 1.092]], "forces_ev_per_angstrom": [[0.6, 0.2, 0.8], [0.0, 0.9, 0.1], [2.0, -1.2, 1.3], [-0.5, 1.4, -1.7], [0.5, 0.5, 1.1], [0.6, 0.8, -0.1], [-1.3, 0.0, -0.7], [-1.3, 0.3, 0.4], [-0.1, -0.1, -0.3], [-0.4, -1.3, -0.7], [-0.1, 0.3, 0.4], [-0.8, -0.6, 0.1], [0.8, -1.1, -0.7]]}

Record 5
{"formula": "C31H44BrCuN3OP2", "method": "wB97M-V/def2-TZVPD", "charge": 2, "homo_energy_ev": [-13.62, -13.60], "gap_ev": [6.7, 4.2], "multiplicity": 2, "lumo_ev": [-6.95, -9.43], "species": ["C", "C", "C", "C", "N", "C", "C", "C", "C", "C", "C", "C", "C", "C", "Cu", "P", "H", "H", "H", "H", "H", "H", "H", "H", "C", "C", "H", "H", "H", "H", "H", "C", "C", "H", "H", "H", "H", "H", "C", "C", "H", "H", "H", "H", "H", "Br", "P", "C", "C", "H", "H", "H", "H", "H", "C", "C", "H", "H", "H", "H", "H", "C", "C", "H", "H", "H", "H", "H", "N", "C", "O", "C", "C", "C", "N", "C", "C", "H", "H", "H", "H", "H", "H"], "xyz": [[-0.381, 6.358, -3.778], [-0.536, 4.997, -4.103], [-0.857, 4.713, -5.433], [-1.149, 5.736, -6.338], [-1.040, 6.997, -5.945], [-0.678, 7.349, -4.718], [-0.435, 3.873, -3.130], [-0.547, 2.948, -2.302], [-1.353, 2.119, -1.457], [-0.728, 1.625, -0.249], [-1.714, 1.064, 0.704], [-3.102, 1.291, 0.576], [-3.613, 1.517, -0.729], [-2.762, 2.050, -1.692], [0.124, 0.715, -1.858], [2.337, -1.109, 0.706], [-0.912, 3.695, -5.763], [-0.050, 6.657, -2.802], [-1.454, 5.502, -7.363], [-0.609, 8.411, -4.463], [-3.044, 2.385, -2.691], [0.174, 2.112, 0.203], [-4.604, 1.128, -0.889], [-1.282, 0.182, 1.290], [2.398, -2.636, 1.759], [3.045, -3.995, 1.417], [1.330, -2.824, 1.996], [2.857, -2.318, 2.714], [2.895, -4.690, 2.265], [2.590, -4.488, 0.549], [4.134, -3.931, 1.269], [2.688, -1.498, -1.095], [3.476, -0.520, -1.973], [1.667, -1.457, -1.522], [3.083, -2.526, -1.150], [3.184, -0.750, -3.006], [3.145, 0.509, -1.776], [4.575, -0.583, -1.934], [3.940, -0.311, 1.155], [5.262, -1.097, 1.287], [3.730, 0.189, 2.119], [4.096, 0.475, 0.395], [6.059, -0.381, 1.565], [5.252, -1.870, 2.078], [5.580, -1.560, 0.336], [-4.050, 0.568, 1.941], [-1.471, -1.919, -0.256], [-0.185, -3.158, -0.685], [-0.403, -4.422, -1.500], [0.411, -3.411, 0.213], [0.403, -2.483, -1.328], [0.580, -4.638, -1.927], [-0.614, -5.341, -0.942], [-1.096, -4.347, -2.348], [-2.930, -3.153, 0.453], [-4.083, -3.681, -0.316], [-3.347, -2.600, 1.312], [-2.301, -3.970, 0.783], [-4.860, -3.936, 0.401], [-4.555, -2.965, -0.979], [-3.913, -4.598, -0.865], [-2.119, -1.329, -1.883], [-2.434, -2.055, -3.209], [-1.335, -0.573, -2.191], [-3.003, -0.744, -1.551], [-2.844, -1.260, -3.846], [-1.623, -2.434, -3.842], [-3.199, -2.836, -3.181], [0.832, 2.469, 7.445], [-0.187, 2.499, 6.550], [-1.101, 3.311, 6.560], [-0.043, 1.482, 5.477], [1.150, 0.822, 5.124], [1.206, 0.001, 3.981], [0.124, -0.247, 3.230], [-0.988, 0.389, 3.591], [-1.132, 1.252, 4.660], [0.685, 3.002, 8.289], [1.355, 1.617, 7.558], [2.076, 0.985, 5.677], [2.166, -0.437, 3.657], [-1.884, 0.280, 2.992], [-2.063, 1.808, 4.728]], "forces_ev_per_angstrom": [[-0.1, -0.1, 0.5], [0.6, -0.2, 0.1], [-0.4, -0.3, -0.1], [0.6, -0.2, 1.2], [-0.6, 1.1, -1.0], [0.2, -1.4, 0.0], [-0.4, -0.5, 0.7], [0.1, 2.6, -2.9], [0.1, 1.5, 2.1], [-3.1, 0.6, 1.0], [1.5, -0.5, -1.1], [3.3, -1.6, -1.5], [1.0, 0.7, 0.5], [0.7, -0.8, -0.3], [0.4, -0.6, -0.4], [3.4, -1.8, -0.4], [-0.1, -0.4, -0.1], [0.0, 0.0, 0.4], [0.2, 0.3, 0.4], [0.0, -0.4, -0.2], [-0.4, -0.4, 0.4], [-0.4, -0.8, -0.8], [-0.5, 0.8, -0.4], [-0.9, 2.1, -0.1], [-1.4, -0.3, 1.1], [0.3, -0.1, -0.5], [0.5, 0.1, 0.1], [-0.3, 0.3, -0.5], [-0.1, 0.6, -0.3], [0.1, 0.2, 0.1], [-0.4, 0.1, -0.1], [-1.2, 0.3, -0.2], [0.0, 0.2, 0.0], [0.6, -0.6, 0.0], [-0.4, 0.2, 0.1], [0.2, 0.1, 0.2], [0.3, 0.0, -0.1], [-0.5, 0.1, 0.3], [-0.4, 1.5, 0.5], [0.2, -0.6, -0.1], [0.3, 0.0, -0.4], [-0.2, -0.1, 0.5], [-0.5, -0.2, -0.1], [-0.2, 0.4, -0.4], [-0.3, 0.1, 0.4], [-1.9, -0.5, 0.9], [-1.9, -2.7, 0.5], [0.0, 0.4, -0.4], [0.4, -0.7, -0.5], [-0.3, 0.3, -0.4], [0.1, -0.6, 0.3], [0.0, -0.1, -0.3], [-0.4, 0.4, 0.2], [0.1, 0.2, 0.4], [1.7, 1.9, 0.5], [-1.0, -0.3, -0.6], [0.6, -0.3, -0.2], [0.1, -0.1, 0.5], [-0.1, -0.1, 0.1], [0.0, 0.3, -0.3], [0.4, 0.0, -0.3], [0.5, 0.2, -0.3], [-0.6, 0.3, -0.6], [-0.6, -0.2, 0.1], [0.6, -0.2, -0.5], [-0.2, -0.2, 0.0], [0.3, 0.0, 0.8], [0.1, 0.1, 0.4], [-0.2, 0.2, 0.5], [-0.2, 0.9, 0.5], [0.8, -0.9, -0.1], [0.3, -0.6, -1.2], [0.2, -0.1, -0.3], [-0.3, 0.5, 0.7], [0.6, 0.3, -0.1], [-0.6, 0.0, 0.1], [0.1, 0.1, -0.5], [0.1, 0.1, 0.0], [0.0, 0.0, 0.0], [-0.3, 0.0, -0.1], [-0.6, 0.2, 0.4], [0.5, -0.5, 0.2], [0.2, -0.1, 0.5]]}

Record 6
{"formula": "C6H6", "method": "wB97M-V/def2-TZVPD", "charge": 0, "homo_energy_ev": [-8.09, -7.93], "gap_ev": [7.2, 7.9], "lumo_ev": [-0.87, -0.07], "species": ["C", "C", "C", "C", "C", "C", "H", "H", "H", "H", "H", "H"], "xyz": [[-0.661, -1.571, -0.782], [-0.461, 0.345, 0.660], [0.307, -0.737, -0.011], [1.503, -1.143, -0.154], [-0.062, 1.730, 0.621], [0.191, 2.907, 0.510], [-0.715, -1.358, -1.852], [-0.845, -2.617, -0.525], [-1.390, -0.427, -0.187], [-0.843, 0.022, 1.635], [2.560, -1.100, -0.322], [0.415, 3.948, 0.406]], "forces_ev_per_angstrom": [[-0.3, 0.3, 0.1], [-0.1, -0.1, 0.0], [0.2, -0.3, 0.0], [0.9, 0.0, -0.2], [-0.2, 0.2, -0.3], [-0.1, -0.5, 0.1], [0.0, 0.0, 0.2], [0.0, 0.3, 0.1], [-0.4, 0.4, 0.1], [0.0, 0.0, -0.2], [0.0, 0.0, 0.2], [0.0, -0.3, 0.1]]}

So what do the calculations give for ΔE to the lowest compared entry with this formula, charge and spin? Going down the list: 2.079, 0.000, 0.000, 0.000, 2.750, 8.742 eV.
So what do the calculations give for F_max? Going down the list: 0.36, 0.94, 0.18, 2.63, 3.92, 0.91 eV/Å.